--- P ---
{
  "formula": "C2H8N3S",
  "method": "ωB97M-V/def2-TZVPD",
  "elements": ["N", "N", "C", "N", "C", "S", "H", "H", "H", "H", "H", "H", "H", "H"],
  "xyz": [[1.22, -1.06, 0.93], [0.70, -1.00, -0.35], [-0.29, 0.07, -0.29], [0.30, 1.13, 0.50], [-1.38, 0.39, -1.25], [-2.03, -0.30, 0.33], [2.21, -1.30, 0.78], [0.65, -1.49, 1.63], [0.38, -1.83, -0.83], [-0.35, 1.44, 1.27], [1.13, 0.42, 0.83], [0.43, 2.06, -0.03], [-1.44, 1.48, -1.28], [-1.54, -0.02, -2.23]],
  "multiplicity": 1,
  "charge": 1,
  "homo_energy_ev": -13.5
}

--- Q ---
{
  "formula": "C2H8N3S",
  "method": "ωB97M-V/def2-TZVPD",
  "elements": ["C", "C", "N", "N", "N", "S", "H", "H", "H", "H", "H", "H", "H", "H"],
  "xyz": [[-1.69, 0.24, 0.17], [0.73, 0.37, -0.44], [0.22, -0.80, -0.62], [2.01, 0.71, -0.50], [-1.05, -0.98, -0.15], [-0.45, 1.58, -0.07], [-2.43, 0.41, -0.57], [-2.16, 0.10, 1.18], [0.33, 0.05, 1.56], [0.87, -1.58, -0.75], [2.65, 0.09, -1.01], [2.58, 1.53, -0.47], [0.03, -0.11, 2.30], [-1.64, -1.63, -0.63]],
  "multiplicity": 1,
  "charge": 1,
  "homo_energy_ev": -13.2
}

Winner for stability: P

--- P ---
{
  "formula": "AsF6H22O11",
  "method": "ωB97M-V/def2-TZVPD",
  "elements": ["As", "F", "F", "F", "F", "F", "F", "O", "H", "H", "O", "H", "H", "O", "H", "H", "O", "H", "H", "O", "H", "H", "O", "H", "H", "O", "H", "H", "O", "H", "H", "O", "H", "H", "O", "H", "H", "O", "H", "H"],
  "xyz": [[-0.44, 0.47, -0.62], [1.14, 0.94, -1.29], [-1.30, 0.78, -2.16], [-2.03, -0.03, 0.10], [0.41, 0.17, 1.02], [-0.92, 2.14, -0.17], [-0.16, -1.24, -1.03], [-0.26, 1.12, 4.19], [-0.63, 0.70, 3.41], [0.12, 1.94, 3.86], [2.71, 0.94, 2.25], [1.86, 0.96, 1.81], [3.30, 0.54, 1.60], [-3.39, 2.01, 2.25], [-3.39, 1.06, 2.33], [-2.63, 2.21, 1.71], [1.70, -2.48, 1.23], [1.78, -2.69, 2.16], [0.98, -1.85, 1.18], [-1.33, -4.13, 0.78], [-0.49, -3.72, 0.55], [-1.87, -3.42, 1.10], [0.19, -3.99, -1.85], [-0.32, -3.20, -2.05], [1.08, -3.77, -2.12], [-2.64, -0.59, 2.58], [-1.87, -1.15, 2.49], [-3.38, -1.19, 2.57], [3.23, 2.11, -2.21], [3.39, 1.97, -3.15], [2.34, 1.79, -2.08], [-1.66, -0.85, -4.64], [-1.10, -0.20, -5.07], [-1.71, -0.55, -3.74], [-1.79, 3.67, -2.29], [-1.17, 3.27, -1.67], [-2.61, 3.19, -2.14], [4.17, 0.69, -0.12], [3.84, 1.04, -0.94], [4.83, 1.33, 0.16]],
  "multiplicity": 1,
  "charge": -1,
  "homo_energy_ev": -7.8
}

--- Q ---
{
  "formula": "AsF6H22O11",
  "method": "ωB97M-V/def2-TZVPD",
  "elements": ["As", "F", "F", "F", "F", "F", "F", "O", "H", "H", "O", "H", "H", "O", "H", "H", "O", "H", "H", "O", "H", "H", "O", "H", "H", "O", "H", "H", "O", "H", "H", "O", "H", "H", "O", "H", "H", "O", "H", "H"],
  "xyz": [[-0.03, -0.42, -0.72], [-1.54, -1.34, -1.02], [-0.68, 0.09, 0.87], [1.41, 0.64, -0.38], [0.62, -1.07, -2.31], [-0.90, 1.02, -1.50], [0.78, -1.78, 0.14], [-1.47, -3.53, 4.81], [-0.71, -2.97, 4.94], [-2.04, -3.02, 4.23], [-1.59, -1.15, -6.41], [-0.74, -1.20, -6.85], [-1.40, -1.40, -5.50], [-1.66, 4.03, 4.17], [-2.40, 4.47, 4.60], [-2.05, 3.25, 3.78], [1.89, 2.38, 5.17], [1.14, 2.91, 4.91], [1.61, 1.48, 5.01], [5.78, -1.03, -1.19], [4.92, -0.69, -1.43], [6.33, -0.25, -1.10], [-4.39, 3.01, -3.55], [-4.06, 3.91, -3.57], [-3.70, 2.50, -3.13], [0.05, -5.99, 2.05], [0.86, -5.58, 1.75], [-0.16, -5.53, 2.86], [4.37, 2.65, -3.43], [4.09, 3.10, -2.64], [3.78, 1.90, -3.50], [-0.13, 3.53, -6.43], [-0.69, 4.17, -5.98], [-0.39, 2.69, -6.06], [-4.50, -1.98, 1.94], [-3.88, -1.58, 1.33], [-5.22, -1.35, 1.98], [2.01, -1.80, 4.32], [2.62, -2.53, 4.42], [2.07, -1.55, 3.40]],
  "multiplicity": 1,
  "charge": -1,
  "homo_energy_ev": -9.2
}

Winner for stability: P

--- P ---
{
  "formula": "H38O19",
  "method": "ωB97M-V/def2-TZVPD",
  "elements": ["O", "H", "H", "O", "H", "H", "O", "H", "H", "O", "H", "H", "O", "H", "H", "O", "H", "H", "O", "H", "H", "O", "H", "H", "O", "H", "H", "O", "H", "H", "O", "H", "H", "O", "H", "H", "O", "H", "H", "O", "H", "H", "O", "H", "H", "O", "H", "H", "O", "H", "H", "O", "H", "H", "O", "H", "H"],
  "xyz": [[-2.92, 0.18, 0.15], [-2.84, -0.03, -0.85], [-2.28, -0.44, 0.35], [1.70, 4.15, -1.79], [1.79, 3.67, -2.61], [2.48, 3.67, -1.33], [3.47, 2.30, 0.53], [3.70, 3.23, 0.56], [3.07, 1.97, 1.29], [-1.34, -4.63, 0.12], [-1.80, -3.86, 0.43], [-0.66, -4.76, 0.77], [0.51, -3.22, 2.24], [0.36, -2.38, 1.75], [1.18, -3.28, 2.80], [-2.84, -1.99, 3.42], [-2.66, -1.78, 2.58], [-2.29, -2.73, 3.81], [0.20, 1.80, 0.79], [-0.10, 1.54, 1.63], [0.78, 2.61, 1.12], [-0.51, -3.04, -3.34], [-0.74, -3.17, -4.23], [0.50, -2.77, -3.15], [-1.32, -1.99, -0.57], [-2.09, -2.52, -0.70], [-1.23, -1.82, -1.56], [-3.97, -1.55, -1.96], [-3.93, -2.15, -2.66], [-4.88, -1.29, -1.95], [0.83, 0.05, -2.61], [0.74, 0.96, -2.59], [1.59, -0.14, -1.97], [1.21, -0.99, -5.19], [1.78, -0.26, -4.98], [0.51, -0.74, -4.69], [2.24, 4.46, 1.21], [1.32, 4.06, 0.80], [1.92, 4.31, 2.16], [-2.04, 1.69, 3.94], [-2.70, 1.11, 4.08], [-1.31, 1.28, 4.48], [-4.09, 0.84, -2.70], [-4.11, 1.59, -1.92], [-3.38, 0.27, -2.73], [3.33, 0.01, 2.92], [4.08, 0.42, 3.45], [3.36, 0.63, 2.20], [-0.05, 2.90, 3.17], [-1.10, 3.19, 3.40], [0.35, 3.34, 3.96], [1.27, -1.18, 1.26], [1.93, -1.29, 1.85], [0.73, -0.37, 1.34], [3.75, -0.39, -2.70], [3.39, -1.17, -2.30], [3.15, -0.31, -3.48]],
  "multiplicity": 1,
  "homo_energy_ev": -10.4
}

--- Q ---
{
  "formula": "H38O19",
  "method": "ωB97M-V/def2-TZVPD",
  "elements": ["O", "H", "H", "O", "H", "H", "O", "H", "H", "O", "H", "H", "O", "H", "H", "O", "H", "H", "O", "H", "H", "O", "H", "H", "O", "H", "H", "O", "H", "H", "O", "H", "H", "O", "H", "H", "O", "H", "H", "O", "H", "H", "O", "H", "H", "O", "H", "H", "O", "H", "H", "O", "H", "H", "O", "H", "H"],
  "xyz": [[3.02, 0.97, 2.84], [3.54, 1.25, 3.60], [2.78, 1.61, 2.17], [0.91, -0.55, 0.56], [0.51, -0.62, -0.31], [1.78, -0.19, 0.69], [1.37, 2.23, -2.90], [1.29, 1.67, -2.10], [1.45, 3.16, -2.72], [-0.27, -2.49, -2.47], [0.59, -2.13, -2.75], [-0.70, -1.62, -2.30], [1.11, -4.06, -0.98], [0.89, -4.97, -1.16], [0.39, -3.49, -0.77], [0.12, 3.92, 2.05], [-0.20, 3.13, 1.63], [-0.60, 4.29, 2.56], [-0.19, 1.63, -0.01], [-0.38, 0.86, 0.51], [-1.06, 1.94, -0.33], [-1.39, -0.49, 1.75], [-0.50, -0.76, 1.93], [-1.90, -0.77, 1.00], [-4.01, -2.91, 1.55], [-3.87, -1.95, 1.50], [-4.16, -3.20, 0.64], [0.75, -2.25, 3.78], [0.27, -3.02, 3.43], [0.98, -1.67, 3.04], [2.17, 2.90, 0.47], [1.46, 2.28, 0.80], [2.10, 3.71, 0.99], [2.66, -3.54, 1.84], [2.78, -2.58, 1.54], [1.95, -3.90, 1.30], [-4.27, 1.82, -1.30], [-4.10, 2.61, -0.78], [-3.87, 1.95, -2.18], [4.52, -1.77, -0.47], [4.00, -2.28, -1.12], [4.42, -2.24, 0.41], [-1.56, 1.90, 3.32], [-1.79, 1.11, 2.74], [-1.39, 1.39, 4.12], [-2.81, -1.53, -3.17], [-2.92, -1.63, -4.12], [-3.61, -1.72, -2.68], [1.77, 0.20, -4.61], [2.70, 0.17, -4.43], [1.41, 1.01, -4.24], [-2.72, 3.66, 0.14], [-2.36, 4.57, 0.06], [-2.64, 3.61, 1.10], [-0.84, 0.15, -2.22], [-1.61, -0.12, -2.76], [-0.22, 0.40, -2.90]],
  "multiplicity": 1,
  "homo_energy_ev": -10.7
}

Winner for stability: Q

--- P ---
{
  "formula": "C8H14NO3P",
  "method": "ωB97M-V/def2-TZVPD",
  "elements": ["O", "P", "O", "C", "C", "C", "C", "C", "O", "H", "H", "H", "H", "H", "H", "H", "H", "N", "C", "C", "C", "H", "H", "H", "H", "H", "H"],
  "xyz": [[1.33, 2.07, -0.51], [2.43, 1.17, -0.16], [3.21, 0.50, -1.40], [1.91, -0.26, 0.89], [1.21, -1.30, 0.43], [0.60, -2.42, 1.18], [0.19, -3.28, 0.02], [0.40, -2.62, -1.11], [1.18, -1.56, -0.91], [3.54, 1.59, 0.54], [2.43, 0.19, -1.87], [2.03, -0.02, 1.93], [-0.15, -2.16, 1.95], [1.44, -2.87, 1.89], [-0.32, -4.28, 0.32], [0.25, -2.79, -2.14], [-2.06, -0.86, 0.62], [-1.92, -0.65, -0.37], [-1.88, 0.55, -0.72], [-2.35, 1.70, 0.06], [-1.66, 3.06, 0.05], [-1.46, 0.90, -1.66], [-3.40, 1.89, -0.37], [-2.54, 1.34, 1.09], [-0.91, 3.02, 0.85], [-1.10, 3.27, -0.94], [-2.41, 3.82, 0.34]],
  "multiplicity": 1,
  "homo_energy_ev": -8.4
}

--- Q ---
{
  "formula": "C8H14NO3P",
  "method": "ωB97M-V/def2-TZVPD",
  "elements": ["C", "C", "P", "C", "C", "N", "C", "H", "H", "H", "H", "H", "H", "H", "H", "H", "H", "O", "C", "O", "C", "C", "O", "H", "H", "H", "H"],
  "xyz": [[2.48, 4.30, -0.56], [2.50, 3.04, -0.95], [2.10, 1.35, -1.78], [2.71, -0.02, -0.62], [0.19, 1.22, -1.98], [-0.37, 0.97, -0.62], [-0.98, 2.19, 0.00], [2.30, 5.44, -0.46], [3.80, -0.28, -0.93], [2.04, -0.97, -0.78], [2.66, 0.32, 0.48], [-0.19, 2.23, -2.42], [-0.06, 0.41, -2.76], [-1.14, 0.26, -0.70], [-1.28, 1.90, 1.09], [-1.86, 2.63, -0.59], [-0.19, 3.04, 0.10], [-1.98, -2.25, -1.23], [-1.75, -2.49, -0.07], [-0.59, -3.03, 0.38], [-0.62, -2.95, 1.80], [-2.08, -2.89, 2.10], [-2.63, -2.27, 0.95], [-0.13, -3.82, 2.25], [-0.09, -2.04, 2.12], [-2.53, -3.89, 2.21], [-2.30, -2.31, 3.00]],
  "multiplicity": 1,
  "homo_energy_ev": -7.8
}

Winner for stability: P